21
Properties=species:S:1:pos:R:3 method="wB97M-V/def2-TZVPD" charge=+1 orbital_gap_ev=9.3 e_tot_ha=-548.9883 smiles="CCCC(=O)O/C(C)=N/[N+]#N" de_lowest_kcal_mol=111.8
C -3.09 -1.82 0.68
C -2.76 -0.92 -0.53
C -1.68 0.21 -0.13
C -0.30 -0.25 -0.05
O 0.16 -1.28 0.20
O 0.75 0.92 -0.20
C 2.05 0.91 -0.03
C 2.83 2.19 -0.41
N 2.84 -0.07 0.40
N 4.01 -0.32 0.38
N 5.06 -0.64 0.32
H -2.12 -2.16 1.19
H -3.40 -1.11 1.46
H -3.78 -2.66 0.54
H -3.63 -0.32 -0.94
H -2.45 -1.39 -1.45
H -1.74 0.49 0.99
H -1.73 1.10 -0.84
H 2.20 2.93 -0.03
H 2.94 2.28 -1.54
H 3.84 1.93 0.00